[1]
{"formula": "C2H7N3O", "method": "ωB97M-V/def2-TZVPD", "homo_energy_ha": -0.3065, "spin_multiplicity": 1, "total_energy_ev": -8697.692, "mol_weight_g_mol": 89.098, "symbols": ["C", "H", "N", "H", "O", "H", "H", "H", "H", "N", "N", "C", "H"], "positions_angstrom": [[1.18905, -0.91664, 1.12993], [1.79435, 1.91461, -0.59013], [0.90815, 0.19579, 0.24686], [-0.18770, 0.55742, -1.86655], [-2.31461, -0.47263, -1.21079], [0.57544, -0.83417, 1.94742], [2.19402, -1.08393, 1.49841], [0.95452, 1.97154, 0.76049], [0.75754, -1.98448, 0.83742], [1.79591, 1.33159, 0.39583], [-1.34476, -0.26527, 0.06780], [-0.17312, 0.07522, -0.71442], [-3.18191, -0.54614, -0.36726]], "forces_ev_per_a": [[-0.9050, -2.8483, -0.9006], [0.5271, -2.3593, 2.3063], [0.0624, -1.7478, -3.5460], [0.0964, -1.5659, 3.3618], [-3.5617, -0.2467, 7.3296], [-1.1920, 0.6803, 2.6605], [0.4155, 0.6164, -0.5866], [2.8650, -0.7267, 0.0666], [1.1229, 2.2765, -0.6441], [-4.3564, 3.5154, -2.1638], [4.1644, 0.9432, -8.2219], [-2.6533, 1.2492, 5.0751], [3.4147, 0.2136, -4.7367]]}

[2]
{"formula": "C5H11N", "method": "ωB97M-V/def2-TZVPD", "homo_energy_ha": -0.3287, "spin_multiplicity": 1, "total_energy_ev": -6852.216, "mol_weight_g_mol": 85.150, "symbols": ["H", "H", "H", "N", "C", "H", "H", "C", "C", "H", "H", "H", "H", "C", "H", "H", "C"], "positions_angstrom": [[-0.27818, -0.84135, 1.62992], [-1.67397, 0.35212, 1.29752], [2.46793, 1.06057, -1.15912], [0.03085, -0.67237, -0.53613], [2.37708, 0.29649, -0.37883], [-1.91708, -1.12931, -1.03208], [-1.99875, 1.65470, 0.15632], [-2.07252, 0.57285, 0.30222], [0.42950, -1.00508, 0.81740], [0.55223, 1.15027, 0.51236], [1.03344, -1.90253, 0.93500], [3.06933, 0.55952, 0.43002], [-1.30583, 0.36470, -1.71792], [0.96208, 0.20721, 0.14209], [2.69044, -0.66183, -0.80458], [-3.13403, 0.30948, 0.33459], [-1.34378, -0.22538, -0.79473]], "forces_ev_per_a": [[0.1685, -0.1101, -0.1418], [-0.1440, 0.0699, -0.1532], [-0.0527, -0.1141, 0.0947], [-0.0703, 0.0584, -0.0802], [0.0107, -0.0320, -0.0081], [0.1146, 0.1125, 0.0862], [0.0235, -0.1496, -0.0046], [0.0499, 0.0464, 0.0905], [-0.0268, -0.1252, 0.2651], [0.0396, -0.1404, -0.0231], [-0.0002, 0.1552, -0.1164], [-0.1145, -0.0325, -0.1146], [-0.0253, -0.1047, 0.1246], [0.0590, 0.1845, 0.0426], [-0.0880, 0.1163, 0.0799], [0.1377, 0.0796, -0.1049], [-0.0816, -0.0142, -0.0369]]}